Computed, not measured: 2 unconnected molecules or ions with the total composition C6H12O, with ωB97M-V/def2-TZVPD.

Geometry as ORCA input:
```
! RIJCOSX wB97M-V def2-TZVPD def2/J DEFGRID3
* xyz 0 1
O -0.3465 -1.1400 1.2723
C -1.6728 -0.0088 -1.6168
C 0.3870 -0.0613 1.6829
C 0.7789 -0.3665 -2.0544
C -0.6335 -0.8170 -1.8257
C 1.6089 -0.2409 2.1814
C -0.3031 1.2696 1.5807
H 2.0447 -1.2331 2.2317
H 1.0948 -0.6062 -3.0773
H 0.8860 0.7134 -1.9089
H 0.3483 2.0798 1.9154
H -2.6793 -0.3939 -1.4740
H 2.1775 0.5985 2.5646
H -0.9884 -0.8465 0.6088
H -0.6012 1.4750 0.5448
H 1.4664 -0.8771 -1.3708
H -1.5537 1.0738 -1.6017
H -1.2146 1.2762 2.1903
H -0.7993 -1.8951 -1.8433
*
```

## Properties
**Structure (SMILES)**: C=C(C)O.C=CC
**Lowest unoccupied orbital energy**: 1.0 eV
**HOMO level**: -8.66 eV
**E_tot**: -8462.82798 eV
**ΔE to the lowest compared entry with this formula, charge and spin**: 1.526 eV
**Frontier orbital gap**: 0.35439 hartree

---

Computed, not measured: C6H12O in the gas phase, with ωB97M-V/def2-TZVPD.

Geometry as ORCA input:
```
! RIJCOSX wB97M-V def2-TZVPD def2/J DEFGRID3
* xyz 0 1
O 1.2482 -0.2758 2.0860
C 0.4044 -0.4019 1.0169
C 1.9820 0.4418 -0.8994
C -0.1479 0.7387 0.2972
C -2.2558 -0.8786 -0.1105
C -1.5168 0.2470 0.5837
C 0.4356 0.7521 -1.0747
H 2.4837 1.1881 -0.2609
H -0.0886 -0.0086 -1.6811
H -2.6032 -1.5783 0.6600
H 2.4233 -0.5170 -0.5168
H -3.1619 -0.5864 -0.6728
H -1.6229 -1.4459 -0.8009
H 0.0256 1.6529 0.8725
H 1.4858 -1.1571 2.4105
H -2.1987 0.9466 1.0956
H 0.2169 1.7189 -1.5708
H 2.3582 0.5045 -1.9035
H 0.5322 -1.3409 0.4689
*
```

## Properties
**Lowest unoccupied orbital energy**: 0.8 eV
**HOMO level**: -6.89 eV
**E_tot**: -8460.47371 eV
**ΔE to the lowest compared entry with this formula, charge and spin**: 3.880 eV
**Frontier orbital gap**: 0.28161 hartree

---

Computed, not measured: a molecular structure, C6H12O, with ωB97M-V/def2-TZVPD.

Geometry as ORCA input:
```
! RIJCOSX wB97M-V def2-TZVPD def2/J DEFGRID3
* xyz 0 1
O 1.4052 -1.3564 -0.3760
C 0.1041 0.6847 0.9157
C 0.7050 -0.6474 -1.1959
C -1.5919 0.8540 -0.9455
C -0.1711 0.6880 -0.4561
C 0.2430 -1.2479 1.8865
C 0.9615 0.7826 -1.4533
H -0.0211 -1.1550 -1.8431
H -1.7302 0.4334 -1.9479
H 0.9120 -1.1641 0.7502
H -0.7814 -1.5929 1.7234
H 0.6768 1.1789 -2.4269
H -2.3095 0.3637 -0.2786
H 0.2921 -0.6629 2.8070
H 0.8744 -2.1299 2.0562
H -1.8529 1.9173 -1.0024
H -0.7121 0.9040 1.5956
H 1.0856 0.9866 1.2684
H 1.9105 1.1630 -1.0773
*
```

## Properties
**Lowest unoccupied orbital energy**: 0.7 eV
**HOMO level**: -8.68 eV
**E_tot**: -8460.08402 eV
**ΔE to the lowest compared entry with this formula, charge and spin**: 4.270 eV
**Frontier orbital gap**: 0.34382 hartree

---

Computed, not measured: 2 unconnected molecules or ions with the total composition C6H12O, with ωB97M-V/def2-TZVPD.

Geometry as ORCA input:
```
! RIJCOSX wB97M-V def2-TZVPD def2/J DEFGRID3
* xyz 0 1
O -0.7452 2.0479 0.4938
C -1.8608 0.1782 1.3756
C 1.2933 -0.1293 0.4851
C 0.3389 -1.0315 0.2737
C -1.6888 1.0683 0.4079
C -0.2834 -1.4064 -1.0465
C 2.1821 0.4578 -0.5662
H -2.5230 -0.6678 1.2324
H -0.2476 -0.6010 -1.7926
H -0.0485 -1.5333 1.1534
H 3.2091 0.1715 -0.3036
H 2.1460 1.5533 -0.6544
H -0.6502 2.4808 -0.3614
H 1.5068 0.1392 1.5201
H 1.9666 0.0057 -1.5391
H 0.2101 -2.2840 -1.4694
H -1.3454 -1.6517 -0.9259
H -2.2424 1.0127 -0.5301
H -1.2176 0.1897 2.2476
*
```

## Properties
**Structure (SMILES)**: C/C=C\C.C=CO
**Lowest unoccupied orbital energy**: 0.8 eV
**HOMO level**: -8.31 eV
**E_tot**: -8462.15024 eV
**ΔE to the lowest compared entry with this formula, charge and spin**: 2.204 eV
**Frontier orbital gap**: 0.33434 hartree

---

Computed, not measured: 2 unconnected molecules or ions with the total composition C6H12O, with ωB97M-V/def2-TZVPD.

Geometry as ORCA input:
```
! RIJCOSX wB97M-V def2-TZVPD def2/J DEFGRID3
* xyz 0 1
O 1.7661 -0.5545 1.8019
C 1.1840 -0.3361 0.5080
C 1.3528 0.7658 2.2388
C -1.2009 0.2681 -0.5855
C 0.6932 1.0315 0.9039
C -1.8219 -0.8998 -1.3509
C -0.2963 -0.0697 0.6022
H -2.4938 -0.5345 -2.1390
H -0.8226 -0.5401 1.4381
H -0.6908 0.9365 -1.2945
H 1.5901 -0.5293 -2.6716
H -1.0546 -1.5195 -1.8285
H 2.1747 1.4579 2.4783
H 0.9354 -0.7055 -2.3714
H 1.7242 -0.7590 -0.3377
H 0.6968 1.9644 0.3486
H 0.6859 0.6795 3.1049
H -2.0098 0.8813 -0.1616
H -2.4125 -1.5370 -0.6840
*
```

## Properties
**Structure (SMILES)**: CC[C@@H]1[C@H]2CO[C@@H]12.[H][H]
**Lowest unoccupied orbital energy**: 1.2 eV
**HOMO level**: -9.12 eV
**E_tot**: -8460.83628 eV
**ΔE to the lowest compared entry with this formula, charge and spin**: 3.518 eV
**Frontier orbital gap**: 0.37975 hartree

---

Computed, not measured: 3 unconnected molecules or ions with the total composition C6H12O, with ωB97M-V/def2-TZVPD.

Geometry as ORCA input:
```
! RIJCOSX wB97M-V def2-TZVPD def2/J DEFGRID3
* xyz 0 1
O -1.3075 1.7941 -0.2390
C 1.9120 -0.5812 -1.2600
C -2.2145 -0.5516 0.2066
C -2.0690 0.6795 -0.6157
C 1.4856 -0.6186 0.1782
C 1.6752 0.3784 1.0399
C -1.4939 -0.6614 -0.8736
H 2.0899 1.3339 0.7242
H -0.5162 1.4794 0.2212
H 1.1824 -1.0398 -1.9350
H 2.0926 0.4447 -1.5948
H 1.0560 -1.5545 0.5385
H 2.8454 -1.1457 -1.3700
H -0.9031 -1.2966 -1.5169
H -2.6328 -1.0389 1.0762
H -2.9064 1.0503 -1.2056
H -0.5582 0.6939 2.3696
H -1.1906 0.3692 2.1600
H 1.4533 0.2647 2.0962
*
```

## Properties
**Structure (SMILES)**: OC1C=C1.[H][H].C=CC
**Lowest unoccupied orbital energy**: 1.2 eV
**HOMO level**: -9.38 eV
**E_tot**: -8459.53583 eV
**ΔE to the lowest compared entry with this formula, charge and spin**: 4.818 eV
**Frontier orbital gap**: 0.38712 hartree